{
  "formula": "C3H11N5",
  "method": "ωB97M-V/def2-TZVPD",
  "e_homo_ev": -7.532,
  "smiles": "CCN(N)/C(N)=N\\N",
  "relative_energy_kj_mol": 161.7,
  "e_tot_ha": -394.6241,
  "elements": ["C", "C", "N", "N", "C", "N", "N", "N", "H", "H", "H", "H", "H", "H", "H", "H", "H", "H", "H"],
  "xyz": [[1.477, -0.882, 1.093], [0.744, -0.992, -0.247], [0.151, 0.260, -0.697], [1.061, 1.269, -1.087], [-0.974, 0.722, 0.008], [-0.962, 2.043, 0.388], [-2.048, 0.064, 0.202], [-2.187, -1.238, -0.317], [0.787, -0.545, 1.864], [2.315, -0.187, 1.043], [1.865, -1.857, 1.377], [1.433, -1.330, -1.029], [-0.063, -1.719, -0.146], [1.868, 1.314, -0.463], [1.395, 1.058, -2.024], [-1.724, 2.302, 0.990], [-0.063, 2.447, 0.593], [-1.897, -1.277, -1.294], [-3.178, -1.452, -0.256]],
  "forces_ev_per_a": [[-0.17, 0.09, -0.33], [0.16, -0.17, 0.26], [0.12, 0.13, -0.21], [0.21, -0.08, -0.05], [-0.28, -0.16, -0.41], [0.20, 0.30, 0.11], [-0.23, -0.06, 0.42], [0.05, -0.04, -0.02], [-0.04, 0.00, 0.11], [0.09, 0.02, 0.05], [0.08, -0.08, 0.08], [-0.14, 0.02, 0.05], [0.12, -0.01, -0.06], [-0.13, -0.16, -0.10], [-0.11, 0.05, 0.21], [0.00, -0.05, 0.04], [-0.10, 0.06, -0.02], [-0.12, 0.05, 0.01], [0.29, 0.07, -0.14]],
  "nbo_charge": [-0.632, -0.238, -0.319, -0.658, 0.516, -0.812, -0.397, -0.681, 0.215, 0.189, 0.220, 0.188, 0.240, 0.333, 0.359, 0.396, 0.384, 0.336, 0.362]
}